Entry 1:
Molecular formula: C23H53N2O10PRuSe2SiTe
Method: DFT, ωB97M-V/def2-TZVPD

Positions of all 94 atoms, in Å:
Ru (0.013, 1.351, 0.260)
O (4.366, 2.957, 3.513)
C (4.090, 1.559, 3.489)
C (2.820, 1.279, 2.671)
C (2.751, -0.254, 2.632)
O (1.442, -0.712, 2.402)
C (3.021, 1.946, 1.287)
Se (2.414, 0.940, -0.292)
C (1.647, 1.916, 3.428)
Se (-0.178, 1.993, 2.667)
H (5.143, 3.102, 4.056)
H (3.957, 1.180, 4.509)
H (4.927, 1.019, 3.025)
H (3.107, -0.640, 3.600)
H (3.446, -0.603, 1.858)
H (1.441, -1.551, 1.921)
H (4.083, 2.125, 1.117)
H (2.534, 2.921, 1.270)
H (1.910, 2.957, 3.611)
H (1.535, 1.429, 4.401)
C (3.454, 3.353, -3.685)
C (1.976, 3.647, -3.568)
O (1.724, 4.058, -2.227)
P (0.239, 4.187, -1.619)
O (0.379, 4.445, -0.171)
Te (-1.081, 2.293, -2.178)
O (-0.379, 5.412, -2.471)
C (0.123, 6.725, -2.167)
C (-0.737, 7.388, -1.113)
H (3.685, 2.968, -4.681)
H (3.732, 2.605, -2.943)
H (4.047, 4.253, -3.514)
H (1.385, 2.754, -3.790)
H (1.666, 4.441, -4.257)
H (0.103, 7.279, -3.107)
H (1.162, 6.657, -1.834)
H (-1.776, 7.421, -1.443)
H (-0.395, 8.410, -0.933)
H (-0.683, 6.824, -0.183)
C (-1.769, -1.788, -3.107)
C (-2.545, -2.496, -2.000)
C (-3.127, -3.805, -2.519)
C (-3.653, -1.589, -1.477)
O (-1.690, -2.861, -0.911)
Si (-0.445, -1.967, -0.281)
O (-0.954, -0.498, 0.069)
O (0.816, -1.877, -1.317)
C (1.812, -2.807, -1.725)
C (1.180, -4.159, -2.043)
C (2.442, -2.200, -2.973)
C (2.860, -2.948, -0.625)
O (0.097, -2.872, 0.993)
C (-0.633, -3.490, 2.058)
C (-1.751, -2.558, 2.515)
C (-1.187, -4.827, 1.578)
C (0.367, -3.706, 3.186)
H (-2.446, -1.527, -3.924)
H (-0.980, -2.431, -3.498)
H (-1.309, -0.869, -2.740)
H (-3.802, -3.625, -3.358)
H (-3.680, -4.309, -1.725)
H (-2.321, -4.463, -2.849)
H (-4.377, -1.371, -2.265)
H (-3.230, -0.650, -1.119)
H (-4.174, -2.081, -0.652)
H (0.441, -4.057, -2.840)
H (0.679, -4.564, -1.162)
H (1.946, -4.868, -2.365)
H (1.683, -2.065, -3.745)
H (3.234, -2.844, -3.362)
H (2.863, -1.224, -2.729)
H (2.412, -3.384, 0.269)
H (3.261, -1.964, -0.378)
H (3.674, -3.596, -0.959)
H (-2.521, -2.490, 1.743)
H (-1.347, -1.561, 2.705)
H (-2.212, -2.932, 3.432)
H (-1.802, -4.683, 0.691)
H (-1.793, -5.284, 2.364)
H (-0.369, -5.510, 1.335)
H (0.727, -2.746, 3.558)
H (1.215, -4.290, 2.824)
H (-0.101, -4.247, 4.012)
C (-5.911, 0.825, 2.246)
N (-4.947, 1.713, 1.649)
C (-3.624, 1.408, 1.414)
N (-3.247, 0.120, 1.670)
O (-2.844, 2.262, 1.024)
H (-6.868, 1.341, 2.317)
H (-5.624, 0.502, 3.252)
H (-6.073, -0.065, 1.630)
H (-5.150, 2.693, 1.570)
H (-3.944, -0.600, 1.742)
H (-2.349, -0.150, 1.262)

Calculated values
LUMO (spin up / spin down)	2.50 / 2.32	eV
HOMO-LUMO gap (spin up / spin down)	6.3 / 6.6	eV
net charge	-1
F_max	0.29	eV/A
energy	-7567.09699	hartree
spin multiplicity	6
energy relative to the best compared isomer or geometry (same formula, charge and spin)	21.4	kcal/mol

---

Entry 2:
Molecular formula: C23H53NOP3Re
Method: DFT, ωB97M-V/def2-TZVPD

Positions of all 82 atoms, in Å:
Re (0.215, -0.568, -0.190)
P (2.052, -0.083, -1.513)
P (-1.616, -1.723, 0.581)
N (-0.790, -0.867, -2.245)
C (1.255, 0.194, -3.168)
H (1.611, 1.155, -3.560)
H (1.632, -0.579, -3.848)
C (-0.270, 0.170, -3.194)
H (-0.738, 1.136, -2.945)
H (-0.625, -0.104, -4.199)
C (-2.275, -0.854, -2.122)
H (-2.693, -1.321, -3.027)
H (-2.616, 0.190, -2.139)
C (-2.749, -1.643, -0.895)
H (-2.928, -2.678, -1.211)
H (-3.726, -1.255, -0.576)
C (-2.641, -0.981, 1.968)
C (-1.937, -0.924, 3.333)
H (-2.394, -0.109, 3.917)
H (-0.854, -0.733, 3.268)
H (-2.094, -1.851, 3.902)
C (-1.325, -3.507, 1.017)
C (-0.631, -3.683, 2.374)
H (-0.233, -4.706, 2.426)
H (-1.328, -3.563, 3.213)
H (0.215, -2.993, 2.510)
C (3.276, -1.483, -1.613)
C (4.238, -1.498, -0.415)
H (4.758, -2.468, -0.401)
H (3.711, -1.395, 0.545)
H (5.007, -0.716, -0.486)
C (3.057, 1.483, -1.322)
C (3.601, 1.704, 0.097)
H (3.762, 2.784, 0.237)
H (4.570, 1.206, 0.239)
H (2.916, 1.359, 0.888)
C (1.077, -0.391, 1.527)
C (-2.563, -4.396, 0.907)
H (-3.334, -4.125, 1.635)
H (-3.005, -4.377, -0.094)
H (-2.264, -5.430, 1.114)
C (4.029, -1.587, -2.940)
H (4.655, -2.489, -2.911)
H (3.354, -1.682, -3.795)
H (4.693, -0.734, -3.111)
C (4.159, 1.673, -2.366)
H (4.474, 2.726, -2.334)
H (5.047, 1.067, -2.145)
H (3.823, 1.471, -3.391)
C (-4.026, -1.615, 2.120)
H (-3.978, -2.544, 2.703)
H (-4.661, -0.914, 2.682)
H (-4.530, -1.819, 1.167)
H (-2.770, 0.061, 1.616)
H (2.293, 2.253, -1.517)
H (-0.607, -3.817, 0.238)
H (2.624, -2.369, -1.520)
O (1.607, -0.334, 2.590)
H (-0.631, -1.720, -2.769)
H (1.048, -1.897, 0.275)
C (0.688, 2.756, 2.770)
C (-0.612, 2.225, 2.166)
P (-0.602, 1.637, 0.396)
C (-2.374, 1.881, -0.150)
C (-3.316, 2.649, 0.778)
C (0.215, 3.086, -0.415)
C (-0.447, 4.440, -0.173)
H (0.443, 3.297, 3.694)
H (1.229, 3.452, 2.120)
H (1.362, 1.936, 3.048)
H (-0.960, 1.365, 2.761)
H (-1.393, 2.994, 2.254)
H (-2.325, 2.375, -1.134)
H (-2.805, 0.884, -0.332)
H (-2.999, 3.688, 0.928)
H (-4.318, 2.674, 0.326)
H (-3.417, 2.163, 1.759)
H (1.254, 3.109, -0.058)
H (0.255, 2.883, -1.498)
H (-0.509, 4.696, 0.893)
H (0.157, 5.218, -0.657)
H (-1.452, 4.492, -0.604)

Calculated values
LUMO (spin up / spin down)	-8.76 / -13.06	eV
HOMO-LUMO gap (spin up / spin down)	9.8 / 5.9	eV
net charge	+3
F_max	8.39	eV/A
energy	-2139.48000	hartree
spin multiplicity	4
energy relative to the best compared isomer or geometry (same formula, charge and spin)	0.0	kcal/mol

---

Entry 3:
Molecular formula: C23H54I2N2O8S7
Method: DFT, ωB97M-V/def2-TZVPD

Positions of all 96 atoms, in Å:
C (1.747, -0.205, -2.212)
O (1.157, 0.956, -1.655)
C (0.289, 1.587, -2.592)
C (-1.100, 0.909, -2.453)
C (-1.627, 1.332, -1.117)
N (-2.079, 1.643, -0.122)
C (-2.155, 1.352, -3.516)
C (-1.483, 1.825, -4.771)
N (-0.794, 1.968, -5.664)
C (-3.167, 0.263, -3.945)
I (-2.143, -1.501, -4.704)
C (-4.242, -0.129, -2.912)
C (-3.768, -1.044, -1.738)
I (-5.297, 1.567, -2.092)
H (2.447, -0.617, -1.467)
H (2.314, -0.015, -3.134)
H (1.015, -1.001, -2.430)
H (0.735, 1.466, -3.582)
H (0.190, 2.633, -2.286)
H (-0.976, -0.172, -2.389)
H (-2.654, 2.241, -3.113)
H (-3.704, 0.650, -4.815)
H (-4.993, -0.697, -3.465)
H (-3.910, -0.499, -0.799)
H (-2.716, -1.323, -1.782)
H (-4.422, -1.916, -1.657)
C (2.509, 0.349, 1.887)
S (4.236, -0.034, 1.573)
O (4.294, -0.725, 0.249)
C (4.393, -1.295, 2.842)
H (2.190, 1.099, 1.163)
H (1.902, -0.551, 1.768)
H (2.398, 0.746, 2.896)
H (3.669, -2.089, 2.667)
H (4.229, -0.846, 3.822)
H (5.398, -1.708, 2.797)
C (5.339, -6.818, 2.781)
S (5.130, -5.117, 2.234)
O (5.459, -4.237, 3.392)
C (3.343, -5.192, 2.099)
H (6.399, -6.986, 2.965)
H (4.777, -6.980, 3.701)
H (4.990, -7.494, 2.001)
H (2.909, -5.465, 3.061)
H (3.067, -5.926, 1.341)
H (2.982, -4.208, 1.802)
C (-1.338, 0.090, 3.775)
S (-0.309, 1.031, 4.910)
O (1.050, 0.415, 4.891)
C (-1.127, 0.476, 6.413)
H (-0.973, 0.261, 2.764)
H (-1.274, -0.972, 4.015)
H (-2.370, 0.435, 3.851)
H (-1.076, -0.611, 6.481)
H (-2.165, 0.808, 6.403)
H (-0.611, 0.920, 7.263)
C (5.632, 2.874, 7.107)
S (4.404, 3.107, 5.811)
O (3.945, 4.519, 5.889)
C (3.131, 2.090, 6.570)
H (6.510, 3.463, 6.852)
H (5.229, 3.212, 8.062)
H (5.905, 1.820, 7.162)
H (2.890, 2.479, 7.561)
H (3.481, 1.060, 6.644)
H (2.246, 2.122, 5.940)
C (0.498, -7.762, -0.887)
S (0.771, -8.321, 0.801)
O (2.067, -7.738, 1.252)
C (1.081, -10.043, 0.384)
H (0.324, -6.688, -0.864)
H (1.379, -7.977, -1.493)
H (-0.378, -8.264, -1.297)
H (1.923, -10.109, -0.306)
H (0.186, -10.473, -0.066)
H (1.318, -10.576, 1.302)
C (-1.101, 4.392, -10.016)
S (-2.381, 4.346, -8.752)
O (-3.447, 5.295, -9.169)
C (-1.407, 5.160, -7.476)
H (-1.510, 3.961, -10.928)
H (-0.802, 5.424, -10.201)
H (-0.245, 3.801, -9.687)
H (-1.088, 6.141, -7.827)
H (-0.544, 4.542, -7.230)
H (-2.035, 5.273, -6.594)
C (-7.317, 6.747, 0.432)
S (-7.282, 5.457, -0.821)
O (-6.832, 4.208, -0.149)
C (-5.869, 6.110, -1.723)
H (-8.112, 6.513, 1.137)
H (-6.361, 6.779, 0.956)
H (-7.523, 7.707, -0.042)
H (-5.008, 6.184, -1.058)
H (-6.120, 7.090, -2.131)
H (-5.643, 5.426, -2.539)

Calculated values
LUMO	-0.26	eV
HOMO-LUMO gap	8.1	eV
F_max	2.28	eV/A
energy	-5002.60770	hartree